[1]
{
  "formula": "C5H7F3NO3S2",
  "method": "the ωB97M-V functional and the def2-TZVPD basis",
  "symbols": ["O", "S", "N", "C", "S", "H", "H", "C", "C", "O", "C", "O", "C", "F", "F", "F", "H", "H", "H", "H", "H"],
  "positions_angstrom": [[-4.53, 1.74, -5.61], [-4.05, 0.69, -4.53], [-3.07, 1.65, -3.65], [-2.40, 1.13, -2.73], [-1.61, 0.50, -1.59], [-4.68, 1.30, -6.47], [-5.16, 0.68, -3.74], [2.93, 1.23, 2.22], [2.57, 0.04, 3.08], [1.40, -0.65, 2.58], [1.60, -1.47, 1.56], [2.63, -1.71, 0.99], [0.27, -2.17, 1.19], [-0.74, -1.28, 1.10], [-0.06, -3.07, 2.10], [0.37, -2.77, 0.01], [2.08, 1.91, 2.14], [3.76, 1.77, 2.67], [3.21, 0.92, 1.22], [2.30, 0.34, 4.09], [3.40, -0.67, 3.15]],
  "e_tot_ha": -1570.84490,
  "gap_ev": 8.2,
  "homo_ha": -0.4912,
  "charge": 1
}

***

[2]
{
  "formula": "C35H23Br2Cl68IN4OP",
  "method": "the ωB97M-V functional and the def2-TZVPD basis",
  "symbols": ["C", "C", "Br", "C", "Br", "C", "C", "P", "N", "N", "C", "C", "C", "C", "O", "N", "C", "C", "C", "C", "C", "C", "N", "C", "C", "C", "I", "H", "H", "H", "H", "H", "H", "H", "H", "H", "H", "H", "H", "H", "H", "H", "H", "H", "H", "H", "H", "H", "H", "H", "C", "Cl", "Cl", "Cl", "Cl", "C", "Cl", "Cl", "Cl", "Cl", "C", "Cl", "Cl", "Cl", "Cl", "C", "Cl", "Cl", "Cl", "Cl", "C", "Cl", "Cl", "Cl", "Cl", "C", "Cl", "Cl", "Cl", "Cl", "C", "Cl", "Cl", "Cl", "Cl", "C", "Cl", "Cl", "Cl", "Cl", "C", "Cl", "Cl", "Cl", "Cl", "C", "Cl", "Cl", "Cl", "Cl", "C", "Cl", "Cl", "Cl", "Cl", "C", "Cl", "Cl", "Cl", "Cl", "C", "Cl", "Cl", "Cl", "Cl", "C", "Cl", "Cl", "Cl", "Cl", "C", "Cl", "Cl", "Cl", "Cl", "C", "Cl", "Cl", "Cl", "Cl", "C", "Cl", "Cl", "Cl", "Cl"],
  "positions_angstrom": [[8.51, 4.47, -0.47], [7.17, 3.61, -0.62], [7.35, 1.88, -1.62], [5.89, 4.00, -0.09], [5.77, 5.75, 0.88], [4.58, 3.12, -0.20], [4.41, 1.71, 0.38], [5.57, 0.55, 1.32], [4.85, -0.91, 1.28], [3.07, 1.19, 0.14], [2.43, 2.29, -0.58], [0.91, 1.96, -0.93], [0.28, 2.78, -2.16], [-1.27, 2.28, -2.28], [-2.23, 3.09, -2.43], [-1.55, 0.83, -2.25], [-2.11, 0.38, -0.96], [-1.24, -0.32, 0.16], [-1.86, -0.81, 1.53], [-3.37, -0.65, 1.85], [-4.26, 0.01, 0.74], [-3.64, 0.53, -0.61], [3.27, 3.42, -0.80], [2.88, 4.67, -1.51], [2.03, 5.73, -0.63], [2.53, 7.25, -0.94], [2.07, 5.37, 1.52], [9.35, 3.71, -0.25], [8.82, 5.02, -1.42], [8.51, 5.19, 0.43], [5.65, 0.93, 2.70], [6.85, 0.37, 0.71], [4.64, -1.23, 2.24], [2.66, 0.29, 0.44], [0.88, 0.85, -1.23], [0.25, 2.09, 0.01], [0.34, 3.92, -2.05], [0.80, 2.44, -3.12], [-0.75, 0.26, -2.55], [-0.12, -0.53, 0.04], [-1.15, -1.30, 2.31], [-3.77, -1.05, 2.85], [-5.38, 0.09, 1.00], [-4.40, 1.00, -1.35], [2.38, 4.41, -2.52], [3.87, 5.20, -1.80], [0.93, 5.70, -0.98], [2.82, 7.82, 0.01], [1.68, 7.85, -1.45], [3.42, 7.29, -1.66], [-1.30, -4.95, 2.23], [0.08, -5.52, 3.20], [-1.24, -3.18, 2.08], [-1.22, -5.69, 0.61], [-2.82, -5.42, 3.02], [0.89, -2.40, -3.52], [1.87, -3.41, -4.60], [1.89, -1.06, -2.90], [-0.49, -1.74, -4.41], [0.31, -3.39, -2.16], [7.25, -0.40, -5.13], [8.03, 1.19, -5.35], [7.05, -0.71, -3.39], [5.67, -0.42, -5.92], [8.28, -1.66, -5.83], [4.70, -5.07, 1.53], [5.45, -4.04, 2.78], [5.19, -6.76, 1.79], [2.93, -4.94, 1.63], [5.24, -4.53, -0.08], [-6.87, -2.38, -1.25], [-5.88, -3.38, -2.34], [-5.88, -1.03, -0.63], [-8.27, -1.74, -2.13], [-7.43, -3.37, 0.12], [4.10, 3.49, -5.88], [5.61, 2.59, -5.61], [4.43, 5.23, -5.80], [3.45, 3.08, -7.48], [2.92, 3.04, -4.63], [4.41, 8.88, 3.27], [4.32, 7.61, 4.50], [4.87, 10.42, 4.03], [5.63, 8.44, 2.05], [2.83, 9.06, 2.48], [2.67, 6.19, -9.92], [2.39, 4.83, -11.03], [1.45, 6.15, -8.63], [4.29, 6.06, -9.21], [2.53, 7.72, -10.81], [8.41, 0.55, 4.85], [8.62, 2.14, 4.09], [10.00, -0.10, 5.31], [7.39, 0.71, 6.30], [7.63, -0.56, 3.70], [-4.59, -7.32, -1.68], [-5.05, -8.35, -3.05], [-3.35, -6.16, -2.20], [-6.02, -6.44, -1.10], [-3.95, -8.32, -0.35], [-2.07, 4.46, 1.52], [-1.27, 5.49, 2.73], [-1.56, 2.77, 1.74], [-3.83, 4.58, 1.71], [-1.61, 5.01, -0.11], [-10.86, 1.36, -2.36], [-11.16, 0.00, -3.46], [-12.06, 1.33, -1.04], [-9.23, 1.22, -1.67], [-11.00, 2.89, -3.25], [-5.07, -12.09, -1.23], [-6.41, -12.03, -2.40], [-5.66, -11.60, 0.37], [-4.44, -13.75, -1.14], [-3.78, -10.99, -1.75], [-2.60, -8.39, 6.32], [-3.05, -9.40, 4.93], [-1.34, -7.24, 5.83], [-4.03, -7.49, 6.88], [-2.00, -9.42, 7.63], [-6.46, -4.07, 7.61], [-6.49, -2.36, 8.07], [-5.50, -4.27, 6.12], [-5.72, -5.02, 8.92], [-8.12, -4.64, 7.33], [-5.85, 8.14, 0.62], [-5.33, 9.81, 0.95], [-6.76, 8.10, -0.91], [-4.43, 7.09, 0.49], [-6.89, 7.58, 1.94], [-6.84, -10.90, 6.39], [-5.47, -11.47, 7.36], [-6.77, -9.13, 6.25], [-6.75, -11.63, 4.77], [-8.36, -11.37, 7.17]],
  "e_tot_ha": -38720.98048,
  "gap_ev": 7.5,
  "homo_ha": -0.3875,
  "charge": 1
}

***

> charge of number 1 (C5H7F3NO3S2)?

+1

***

> Which formula does entry 2 have?

C35H23Br2Cl68IN4OP